# C22H3AlCl84NS

A structure of composition C22H3AlCl84NS (ωB97M-V/def2-TZVPD, the OMol25 dataset).

```
! RIJCOSX wB97M-V def2-TZVPD def2/J DEFGRID3
* xyz -1 1
Cl -7.70 -5.05 -0.58
C 4.33 2.50 -2.24
Cl 6.77 -7.98 1.64
Cl -13.29 -5.81 3.80
C 1.25 -7.73 -2.09
Cl -0.09 -1.82 -2.73
C -4.41 0.93 -0.89
Cl 2.85 -1.43 1.05
Cl 8.68 8.31 3.85
Cl 8.86 -5.84 -2.69
Cl -0.01 0.05 3.88
Cl 2.46 11.88 4.16
Cl -8.31 -7.30 -3.05
Cl 9.77 9.87 6.04
Cl 0.57 -6.10 -2.06
Cl -1.51 2.44 4.53
Cl 4.28 -7.87 3.13
C 0.99 13.04 -1.99
Cl 7.08 13.26 0.92
Cl -14.30 -13.53 -1.55
Cl 3.85 14.08 2.88
Cl 5.27 -5.51 1.77
Cl 5.08 11.47 3.02
Cl 6.92 9.87 5.54
Cl -12.18 -8.48 3.95
C 4.04 12.62 3.87
Cl 1.45 14.71 -2.38
Cl 3.09 6.60 -0.43
Cl -9.67 -9.00 1.84
N 5.39 2.04 -2.56
Cl 4.25 -7.74 0.23
C 8.30 12.32 1.81
Cl 0.48 -8.67 -3.38
Cl -2.09 4.05 -2.30
Cl 2.44 12.03 -1.94
C 8.55 7.13 -0.09
Cl 1.32 -0.44 -4.85
Cl -1.91 6.50 -3.83
C -11.33 -6.25 0.28
Cl -7.02 -2.23 -0.61
Cl 1.93 0.15 -2.09
Cl 1.54 9.04 -0.49
Cl -12.36 -6.85 6.34
Cl 9.11 5.50 0.32
Cl -7.26 -10.56 1.48
Cl -0.70 0.61 6.63
Cl -12.95 -6.91 0.60
Cl 1.29 2.23 5.27
H 7.25 3.28 -0.67
Cl 3.71 -4.34 -0.79
Cl 4.26 0.73 -0.27
Cl -8.70 -3.29 1.50
C 8.39 8.89 5.50
Al 6.84 3.28 -2.21
Cl -10.36 -7.46 -0.58
Cl -10.54 -5.84 1.81
Cl 9.92 12.86 1.32
Cl -8.36 -7.17 -5.95
Cl 7.01 7.45 0.74
Cl -5.32 0.47 -2.34
Cl -4.27 2.69 -0.81
Cl 8.09 12.58 3.55
Cl 3.68 -4.21 -3.68
C 9.64 -6.06 -4.27
C -7.45 -6.71 -4.49
Cl -5.89 -3.97 1.40
Cl -2.80 0.21 -0.95
C 3.97 -0.07 1.28
Cl -11.41 -13.63 -1.33
Cl 0.19 13.01 -0.40
Cl 3.26 1.09 2.42
H 8.10 2.74 -3.05
H 6.50 4.79 -2.62
C 5.14 -7.27 1.69
Cl 3.00 -7.64 -2.40
Cl 9.80 -7.80 -4.61
Cl 0.96 -8.52 -0.53
Cl -0.59 0.99 -3.21
S 3.07 3.60 -2.23
Cl -0.57 4.11 -4.77
Cl 4.70 -1.99 -2.14
Cl 8.64 -5.30 -5.52
Cl -13.06 -14.37 0.93
C -0.23 1.33 5.08
Cl -0.13 12.43 -3.22
Cl -14.77 -7.92 5.13
Cl 4.41 9.14 -0.87
Cl -9.80 -11.57 0.51
Cl 4.79 13.05 5.42
C -13.15 -7.26 4.81
C -1.04 5.03 -3.33
C 4.57 -3.75 -2.22
C -12.93 -14.40 -0.84
Cl 3.32 8.51 1.74
Cl 8.12 10.60 1.44
Cl -12.94 -16.08 -1.40
Cl -5.83 -7.44 -4.55
Cl 8.20 7.50 6.59
Cl 9.75 8.33 0.43
Cl 0.42 5.49 -2.43
Cl 5.50 -0.68 1.93
Cl 8.31 7.25 -1.84
Cl -7.31 -4.95 -4.41
Cl -9.28 -11.43 3.36
C -7.33 -3.64 0.43
Cl 6.20 -4.47 -2.27
Cl -5.27 0.34 0.55
Cl -11.48 -4.79 -0.72
C 0.64 -0.28 -3.22
C 3.09 8.32 -0.01
Cl 11.24 -5.31 -4.25
C -9.00 -10.64 1.80
*
```

Results
HOMO energy	-0.2142	Eh
total energy	-1093663.579	eV
Kohn-Sham gap	6.54	eV

***

# C22H40Br15F4N4O

A cluster of 8 separate species, C22H40Br15F4N4O in total (ωB97M-V/def2-TZVPD, the OMol25 dataset).

```
! RIJCOSX wB97M-V def2-TZVPD def2/J DEFGRID3
* xyz 1 1
H 2.75 -7.13 -0.06
H 1.17 12.22 8.98
H 6.58 -5.76 -5.16
H 0.28 -7.08 1.78
H -0.76 11.29 7.50
H -1.68 -5.45 -4.03
C -2.88 2.38 -0.50
Br 1.12 9.77 9.19
Br 0.65 10.47 5.61
H -1.56 0.82 7.69
Br -2.35 6.12 4.40
Br -4.22 -6.74 -3.27
H -0.04 0.89 2.88
C -1.66 6.40 6.20
H -3.95 2.62 -0.41
F -2.83 1.44 -5.33
H 1.61 -8.23 2.00
C 0.24 11.58 7.16
H -1.43 5.42 6.60
C -0.47 7.33 6.19
Br 7.00 -5.60 -7.58
Br 2.34 -5.95 2.61
H -1.86 0.59 1.22
Br -1.45 2.38 5.78
C -2.09 2.78 0.79
C 1.73 -6.90 -5.25
C 1.29 11.45 8.22
F -1.58 -1.59 -6.04
H -0.36 2.66 3.00
H 0.46 -0.51 7.42
H 2.61 -7.09 -5.86
H -4.60 -4.48 -4.23
C 0.82 1.05 -2.76
H 2.30 11.49 7.83
C -3.81 -5.21 -4.40
C 1.68 -7.20 0.12
N -0.91 1.04 -4.11
O -2.31 3.18 -1.59
H -0.23 7.65 7.21
H -2.66 3.59 1.27
H 0.94 1.15 7.02
C 1.33 -7.26 1.58
N 0.35 0.57 -3.91
N -0.08 1.83 -2.17
N -2.26 2.45 -2.74
H 7.04 -4.10 -5.59
C 0.30 0.32 6.74
C -1.72 0.69 -5.25
C -1.16 0.68 6.68
H -1.76 -0.05 6.16
Br 3.62 -6.78 -3.11
H -2.53 1.60 2.54
H -0.62 8.21 5.57
H 0.87 -7.39 -5.71
C -2.44 -4.68 -4.12
H -1.88 -1.21 -4.11
H 0.20 12.60 6.78
Br 1.38 -0.59 -4.92
H 1.88 -8.42 -3.74
H -2.79 1.30 -0.73
H 1.79 0.84 -2.32
F -1.06 0.86 -6.40
H 1.13 -6.91 -3.16
Br 4.63 -2.90 -6.79
Br -2.39 -3.66 -2.45
C 6.40 -4.94 -5.85
H -3.88 -5.58 -5.42
Br 1.36 -4.99 -5.38
C -2.18 -0.83 -5.11
H 0.32 2.02 1.48
H -3.10 2.46 -3.31
C 1.89 -7.33 -3.82
Br 1.13 6.43 5.54
F -3.52 -0.91 -5.16
H 4.33 -5.34 -6.37
C -1.14 1.81 -3.02
C -0.36 1.79 2.33
Br 0.86 -5.66 -0.74
C -1.79 1.57 1.73
H -2.13 -3.97 -4.89
H -2.48 6.84 6.76
H 1.29 -8.07 -0.41
H -1.13 3.20 0.43
H 4.57 -4.44 -4.86
Br 0.95 -0.31 5.01
C 4.94 -4.59 -5.87
*
```

Results
HOMO energy	-0.4104	Eh
total energy	-1092968.478	eV
Kohn-Sham gap	6.92	eV

***

# C22H40Cl16O6

A cluster of 10 separate species, C22H40Cl16O6 in total (ωB97M-V/def2-TZVPD, the OMol25 dataset).

```
! RIJCOSX wB97M-V def2-TZVPD def2/J DEFGRID3
* xyz 0 1
Cl 2.84 -8.58 -1.56
C 3.69 -16.37 4.20
Cl -3.44 -23.12 -1.68
C -5.35 -17.42 5.77
H -3.33 -20.49 0.83
C -0.59 -19.25 -8.31
H -0.74 -11.61 -10.95
C -8.57 -14.43 -9.53
Cl 2.86 -4.79 -4.05
H -1.89 -12.67 -2.93
H -9.38 -12.94 -8.19
C -2.58 -12.75 -0.95
C 5.48 -15.86 5.47
H -0.45 -9.93 -10.71
H -5.97 -17.05 6.58
Cl -2.34 -17.55 -7.24
H 5.00 -15.97 2.47
Cl -3.68 -11.01 -2.75
H -9.29 -15.20 -9.27
Cl 0.27 -10.43 5.48
H 1.75 -8.54 5.67
C 1.31 -9.26 6.36
C -4.14 -22.04 -0.51
Cl -7.24 -12.13 -8.91
H -9.35 -7.80 -1.62
H -0.42 -17.14 -8.33
C -10.98 -5.75 -2.89
O -9.93 -5.83 -2.16
C -9.79 -7.40 -3.79
Cl -6.12 -17.18 4.23
H -3.41 -17.34 4.95
Cl 3.15 -8.66 8.36
Cl -3.09 -16.86 7.30
O 5.97 -16.18 4.32
H 3.10 -15.58 3.75
Cl -9.19 -13.82 -11.06
H 3.05 -8.04 -3.88
Cl -2.82 -22.44 1.87
H -1.83 -12.09 -0.51
H 0.60 -10.82 -12.83
C -8.42 -13.38 -8.46
C 3.13 -7.46 -2.97
H -8.08 -13.65 -7.46
Cl -1.81 -20.48 -8.52
C 0.07 -10.88 -10.84
O 4.14 -16.06 5.46
H 3.11 -17.29 4.22
H 0.24 -19.50 -8.97
H -9.19 -6.96 -4.59
H -0.13 -19.36 -7.33
H 3.25 -10.35 6.76
H -3.97 -15.71 5.62
H 2.06 -10.80 7.83
C -2.87 -12.57 -2.45
C 5.03 -16.52 3.41
H -1.67 -17.66 -9.51
H -9.79 -8.49 -3.83
O -11.77 -4.84 -3.01
Cl -2.09 -14.38 -0.58
H 1.79 -10.02 -11.97
H -3.56 -12.51 -0.54
H -5.46 -18.49 5.93
C 2.29 -6.14 -2.96
H -8.15 -6.95 -2.53
H -7.59 -14.88 -9.64
H -4.35 -21.19 -1.17
H -3.35 -13.41 -2.95
C -1.21 -17.87 -8.55
H 1.22 -6.32 -3.04
C 2.40 -9.91 7.30
H 2.30 -5.74 -1.95
Cl 1.81 -12.53 -12.02
C -9.23 -7.03 -2.39
O 6.22 -15.74 6.37
O -11.00 -6.78 -3.66
C 1.15 -10.90 -11.90
H 4.16 -7.11 -2.87
C -3.08 -21.48 0.45
H 0.59 -8.58 6.81
C -3.92 -16.79 5.75
H -2.12 -21.30 -0.03
H -4.98 -22.50 0.00
H 4.98 -17.58 3.14
Cl 0.73 -11.28 -9.29
*
```

Results
HOMO energy	-0.3962	Eh
total energy	-236104.083	eV
Kohn-Sham gap	10.67	eV

***

# C22H40ClN2O11P2Si4TeY

A structure of composition C22H40ClN2O11P2Si4TeY (ωB97M-V/def2-TZVPD, the OMol25 dataset).

```
! RIJCOSX wB97M-V def2-TZVPD def2/J DEFGRID3
* xyz 0 1
H -0.81 3.49 -5.73
H 4.40 0.18 -4.90
Si 2.06 0.83 -5.51
H 3.01 -2.77 -0.17
H -0.96 1.87 -8.32
O 0.93 0.00 3.99
H -4.67 0.93 0.47
H 2.39 -0.07 -7.82
H -2.69 -2.60 -6.36
C 2.40 0.93 -7.37
H -3.73 -0.42 -6.02
Te -0.86 -0.37 -2.86
H -0.75 -1.77 -8.54
C 3.41 -0.22 -4.69
H -3.55 0.37 -4.45
P 1.17 -0.02 2.43
H 1.94 2.55 -3.71
H 0.98 -4.43 -5.59
C 2.15 2.57 -4.78
H 1.41 3.23 -5.25
Si -0.08 -0.11 -5.27
C -0.80 -6.04 0.50
C 0.27 -6.08 -0.38
H -2.17 -2.91 -4.70
C 1.13 -3.37 -5.37
H 3.38 -1.25 -5.06
H 3.13 3.01 -4.92
H 3.28 -0.24 -3.61
H 1.30 -5.06 -1.96
C -1.91 -3.06 -5.75
H -2.48 -4.90 1.22
O -3.23 1.56 0.67
H -1.96 0.42 -8.43
O -1.09 1.07 0.27
Si -1.86 1.24 -6.06
C -1.41 -3.88 -0.33
C -3.94 -1.30 -0.12
C -5.34 -0.78 -0.13
C -3.53 0.54 -5.53
C 0.49 -5.02 -1.25
C -2.35 0.78 0.35
C -1.68 2.98 -5.32
H -1.55 2.92 -4.24
O 2.37 -2.10 0.13
H -2.56 3.59 -5.53
H 3.38 1.37 -7.57
H 3.70 0.80 3.79
H 1.64 1.53 -7.87
H 1.12 -0.85 4.43
H 0.98 -1.99 -8.33
O 0.91 1.47 2.01
H -0.22 -3.11 -1.94
H 4.90 0.37 2.55
C -3.59 -2.62 -0.33
H -0.08 -3.40 -8.38
C -1.65 -4.94 0.53
C 3.86 0.66 2.72
H -0.99 -6.87 1.18
H 2.93 -2.38 2.39
O -6.26 -1.50 -0.42
N -2.24 -2.72 -0.28
H -2.72 2.01 -8.27
H -4.34 1.22 -5.78
H 0.01 1.61 1.60
O 2.41 0.35 -0.34
O 0.30 -1.01 1.72
H 2.11 -3.09 -5.76
Si -0.23 -2.29 -6.15
Cl -4.56 -3.97 -0.65
C -1.87 1.40 -7.95
Y 0.44 -0.33 -0.49
P 3.26 -0.69 0.38
N -1.69 -1.52 -0.06
O 3.10 -1.62 2.96
C 2.94 -0.42 2.19
C -2.69 -0.65 0.05
H 0.92 -6.94 -0.39
C 0.00 -2.37 -8.03
O -5.51 0.48 0.22
H 1.15 -3.25 -4.29
C -0.35 -3.92 -1.23
H 3.67 1.60 2.20
H -1.92 -4.13 -5.96
O 4.65 -0.94 0.03
*
```

Results
HOMO energy	-0.2886	Eh
total energy	-119926.948	eV
Kohn-Sham gap	7.64	eV

***

# C22H40F9IN6O2PS2

The ion C22H40F9IN6O2PS2 with charge +1 (ωB97M-V/def2-TZVPD, the OMol25 dataset).

```
! RIJCOSX wB97M-V def2-TZVPD def2/J DEFGRID3
* xyz 1 1
P -1.76 1.81 0.20
H -5.01 3.21 2.65
C 0.55 0.59 0.90
C -1.45 -0.82 0.27
F 7.98 -0.24 -0.42
H 4.18 2.95 -0.18
H -6.63 0.07 2.44
H -0.66 -1.35 -4.21
H 0.66 2.28 2.59
C -5.55 -0.76 -0.39
H 5.88 4.56 1.34
H -3.74 -0.01 -1.55
C 5.33 3.58 1.71
C 1.13 2.02 1.52
H 4.43 0.50 -0.99
C 6.93 -2.46 0.53
H 2.89 -0.72 0.83
N -7.00 1.32 0.40
C -1.28 0.31 2.51
H -1.95 1.88 3.71
F 7.00 -3.16 1.87
C -3.97 -0.98 -0.90
H -5.68 -0.93 0.76
H 5.08 3.59 2.86
S 3.00 1.94 1.91
H -5.31 1.53 -0.99
H 3.25 4.31 0.87
H -3.66 -2.75 -3.85
N -0.73 -2.08 0.82
H -3.95 -1.96 -1.54
H -1.60 -0.05 -1.98
C 5.42 -1.83 0.43
C -6.13 0.74 -0.74
N -0.99 0.45 1.04
H 5.98 2.61 1.50
H -1.07 -3.20 -4.15
F 8.25 -0.70 1.97
H -0.13 -2.88 -1.90
H -3.35 -0.85 -3.68
I -3.14 -1.64 -6.34
N -6.03 0.90 2.68
H -1.28 -2.94 0.62
O 0.43 -0.45 -1.54
H -6.22 -1.52 -0.99
C 1.18 0.24 -0.54
H -3.60 -0.39 1.23
H -6.88 0.68 -1.67
C -1.36 -2.14 -3.68
F 7.21 -3.53 -0.48
C 2.52 -0.73 -0.28
H 0.85 2.96 0.86
F 4.54 -2.70 1.28
H -1.08 1.98 -1.09
S 1.89 1.74 -1.49
C -3.06 -1.12 0.46
C -6.14 1.74 1.57
H 3.49 -0.46 -2.44
N -2.40 1.23 3.03
N -5.40 3.09 1.66
F 4.18 -3.03 -1.53
F 9.49 -1.93 0.35
H -0.38 0.49 3.24
C 4.81 -1.74 -1.10
C -1.13 -2.27 -2.06
F 5.43 -0.50 1.14
H -3.30 -2.21 0.89
H -3.15 0.65 3.47
H -1.69 -0.77 2.83
C -2.92 -1.86 -4.13
F 5.89 -1.48 -2.12
C 3.76 -0.44 -1.29
H 2.16 -1.85 -0.50
H 1.93 1.32 -2.86
H -3.16 1.58 -0.17
H 0.20 -2.20 0.38
H -1.97 -2.91 -1.51
H -4.61 3.13 0.98
C 3.88 3.31 0.92
C -0.95 -0.79 -1.31
O -1.73 3.22 0.88
H -7.43 2.22 0.05
C 8.13 -1.31 0.60
H 0.95 -0.23 1.67
*
```

Results
HOMO energy	-0.4320	Eh
total energy	-99994.368	eV
Kohn-Sham gap	8.79	eV

***

The lowest Kohn-Sham gap belongs to which entry? C22H3AlCl84NS

***

Which value of total energy does entry 1 give? -1093663.579 eV

***

Which of these has the highest HOMO energy? C22H3AlCl84NS